## A
Formula: C4H6FN
Source: the Open Molecules 2025 dataset
Level of theory: ωB97M-V/def2-TZVPD

Geometry as XYZ:
```
12
Properties=species:S:1:pos:R:3:nbo_charge:R:1
C -1.178 0.590 -0.656 -0.605
C -0.340 -0.420 0.400 -0.352
C 0.412 -1.315 -0.593 0.268
N 1.245 -1.802 -1.340 -0.351
C 0.926 0.337 0.831 0.026
F 0.475 1.579 1.447 -0.375
H -1.850 -0.121 -1.412 0.233
H -0.292 1.307 -1.264 0.263
H -1.955 1.009 -0.015 0.229
H -0.647 -1.141 1.149 0.263
H 1.421 -0.262 1.560 0.180
H 1.781 0.240 -0.105 0.222
```

Computed properties:
**Charge**: 0
**Structure (SMILES)**: C[C@@H](C#N)CF
**HOMO level**: -11.262 eV

=====

## B
Formula: C4H6FN
Source: the Open Molecules 2025 dataset
Level of theory: ωB97M-V/def2-TZVPD

Geometry as XYZ:
```
12
Properties=species:S:1:pos:R:3:nbo_charge:R:1
C -0.818 0.341 -1.394 0.641
C 0.029 1.271 0.455 -0.385
C 0.369 -0.075 0.958 -0.495
C 0.266 -1.219 -0.150 -0.206
N -0.501 -0.843 -1.275 -0.501
F -1.481 0.929 -2.349 -0.305
H 0.809 1.897 0.060 0.203
H -0.839 1.774 0.841 0.209
H 1.394 -0.122 1.323 0.222
H -0.311 -0.354 1.760 0.215
H 1.263 -1.485 -0.517 0.198
H -0.181 -2.113 0.288 0.205
```

Computed properties:
**Charge**: 0
**HOMO level**: -9.066 eV

=====

Most stable = B

=====

## A
Formula: C3H7FN2O
Source: the Open Molecules 2025 dataset
Level of theory: ωB97M-V/def2-TZVPD

Geometry as XYZ:
```
14
Properties=species:S:1:pos:R:3:nbo_charge:R:1
C -1.359 0.699 2.142 -0.700
C -0.929 0.340 0.760 0.504
O 0.438 0.180 0.698 -0.700
N -1.621 -0.101 -0.230 -0.132
F -2.971 -0.017 -0.080 -0.253
H -0.488 1.222 2.636 0.249
H -1.472 -0.249 2.792 0.241
H -2.313 1.028 2.198 0.234
H 0.715 -0.255 -0.099 0.509
C 2.344 -0.360 -2.164 -0.015
N 1.336 -0.873 -1.630 -0.647
H 2.663 0.719 -1.712 0.179
H 2.815 -0.767 -3.078 0.166
H 0.841 -1.567 -2.232 0.366
```

Computed properties:
**Charge**: 0
**Structure (SMILES)**: C/C(O)=N\F.C=N
**HOMO level**: -9.516 eV

=====

## B
Formula: C3H7FN2O
Source: the Open Molecules 2025 dataset
Level of theory: ωB97M-V/def2-TZVPD

Geometry as XYZ:
```
14
Properties=species:S:1:pos:R:3:nbo_charge:R:1
H -1.602 -2.266 0.916 0.341
N -1.816 -1.366 0.533 -0.642
C -0.815 -0.730 0.163 0.444
C -0.992 0.606 -0.385 -0.533
C 0.084 1.667 -0.154 0.062
F 1.247 1.336 -0.729 -0.360
N 0.494 -1.271 -0.178 -0.389
O 1.352 -0.506 0.814 -0.587
H -1.943 0.768 0.080 0.254
H -1.046 0.600 -1.457 0.230
H 0.173 1.866 0.933 0.182
H -0.357 2.587 -0.791 0.165
H 0.564 -2.305 0.001 0.354
H 1.761 -0.031 0.142 0.479
```

Computed properties:
**Charge**: 0
**Structure (SMILES)**: [H]/N=C(/CCF)NO
**HOMO level**: -10.011 eV

=====

Most stable = B

=====

## A
Formula: C11H15N2
Source: the Open Molecules 2025 dataset
Level of theory: ωB97M-V/def2-TZVPD

Geometry as XYZ:
```
28
Properties=species:S:1:pos:R:3:nbo_charge:R:1
C -3.349 -0.346 1.294 -0.418
N -2.225 -0.379 0.336 -0.425
C -1.941 -1.241 -0.688 0.060
C -0.695 -0.957 -1.147 -0.201
N -0.168 0.295 -0.573 -0.251
C -0.465 1.281 -1.537 -0.415
C 1.297 0.075 -0.109 0.140
C 1.672 -1.216 0.151 -0.272
C 2.964 -1.577 0.377 -0.159
C 3.963 -0.508 0.417 -0.150
C 3.555 0.772 0.170 -0.191
C 2.242 1.102 -0.138 -0.240
C -1.035 0.390 0.647 -0.021
H -3.044 -0.259 2.428 0.222
H -3.980 0.642 1.262 0.218
H -3.946 -1.203 1.039 0.230
H -2.537 -2.096 -0.845 0.253
H -0.109 -1.332 -1.929 0.250
H -1.358 0.956 -2.065 0.251
H -0.630 2.181 -0.995 0.220
H 0.350 1.429 -2.255 0.252
H 0.767 -1.920 -0.062 0.252
H 3.354 -2.590 0.613 0.245
H 4.889 -0.832 0.598 0.220
H 4.338 1.501 0.213 0.236
H 2.024 2.180 -0.102 0.244
H -1.284 1.406 0.855 0.218
H -0.512 0.023 1.625 0.232
```

Computed properties:
**Charge**: +1
**Structure (SMILES)**: CN1C=C[N@+](C)(c2ccccc2)C1
**HOMO level**: -12.056 eV

=====

## B
Formula: C11H15N2
Source: the Open Molecules 2025 dataset
Level of theory: ωB97M-V/def2-TZVPD

Geometry as XYZ:
```
28
Properties=species:S:1:pos:R:3:nbo_charge:R:1
C -3.472 0.420 -0.787 -0.190
C -3.206 0.582 0.564 -0.173
C -2.572 -0.111 -1.642 -0.192
C -1.925 0.205 1.037 -0.184
C -1.357 -0.585 -1.205 -0.184
C -1.010 -0.351 0.174 -0.142
C 1.185 1.189 0.495 0.354
C 2.238 0.352 -1.480 -0.105
C 0.282 -0.781 0.621 0.132
C 0.852 2.358 1.280 -0.711
C 2.247 -2.219 0.546 -0.457
N 1.699 1.013 -0.612 -0.305
N 1.085 -1.550 -0.048 -0.545
H -4.403 0.821 -1.150 0.236
H -3.902 1.019 1.250 0.236
H -2.553 0.089 -2.761 0.239
H -1.609 0.278 2.072 0.220
H -0.451 -0.981 -1.783 0.196
H 1.726 0.370 -2.553 0.217
H 3.274 0.201 -1.523 0.217
H 0.429 -1.017 1.701 0.232
H 0.969 3.254 0.687 0.253
H 1.754 2.386 2.049 0.279
H -0.125 2.330 1.744 0.266
H 2.274 -3.300 0.862 0.237
H 3.163 -2.231 0.017 0.229
H 2.641 -1.705 1.372 0.222
H 0.767 -2.035 -0.927 0.425
```

Computed properties:
**Charge**: +1
**HOMO level**: -12.326 eV

=====

Most stable = A

=====

## A
Formula: C4H4N4
Source: the Open Molecules 2025 dataset
Level of theory: ωB97M-V/def2-TZVPD

Geometry as XYZ:
```
12
Properties=species:S:1:pos:R:3:nbo_charge:R:1
C 0.327 1.689 -0.335 -0.441
N -0.428 0.594 -1.199 -0.324
N -0.739 -0.551 -0.756 -0.061
C -0.445 -1.095 0.442 -0.193
C 0.547 -0.539 1.297 0.210
N 1.658 -0.382 1.771 -0.289
C -0.694 -2.472 0.684 0.261
N -0.933 -3.593 0.998 -0.283
H 1.342 1.429 -0.501 0.229
H -0.059 2.680 -0.772 0.228
H 0.007 1.521 0.774 0.243
H -0.584 0.720 -2.403 0.420
```

Computed properties:
**Charge**: 0
**Structure (SMILES)**: CNN=C(C#N)C#N
**HOMO level**: -9.258 eV

=====

## B
Formula: C4H4N4
Source: the Open Molecules 2025 dataset
Level of theory: ωB97M-V/def2-TZVPD

Geometry as XYZ:
```
12
Properties=species:S:1:pos:R:3:nbo_charge:R:1
C -2.462 0.004 -1.464 -0.244
C -1.775 0.151 -0.507 -0.035
C -0.979 0.670 0.719 -0.510
C 0.376 -0.019 0.637 0.277
N 1.238 0.597 -0.353 -0.305
N 2.378 -0.110 -0.425 -0.005
N 2.132 -0.975 0.495 -0.160
N 1.042 -1.001 1.235 -0.252
H -2.617 0.073 -2.707 0.278
H -0.675 1.793 0.262 0.287
H -1.261 0.712 1.775 0.267
H 2.603 -1.896 0.332 0.401
```

Computed properties:
**Charge**: 0
**Structure (SMILES)**: C#CCc1nn[nH]n1
**HOMO level**: -10.289 eV

=====

Most stable = A

=====

## A
Formula: CH2O4S
Source: the Open Molecules 2025 dataset
Level of theory: ωB97M-V/def2-TZVPD

Geometry as XYZ:
```
8
Properties=species:S:1:pos:R:3:nbo_charge:R:1
C -1.174 -0.531 0.023 -0.930
O -0.364 1.798 0.484 -0.836
O 2.125 -0.248 -0.403 0.001
O 1.524 -0.147 0.872 -0.392
O 1.009 0.262 -1.229 -0.403
S 0.072 0.507 0.155 2.077
H -1.116 -1.483 -0.315 0.237
H -2.076 -0.159 0.414 0.247
```

Computed properties:
**Charge**: 0
**HOMO level**: -9.689 eV

=====

## B
Formula: CH2O4S
Source: the Open Molecules 2025 dataset
Level of theory: ωB97M-V/def2-TZVPD

Geometry as XYZ:
```
8
Properties=species:S:1:pos:R:3:nbo_charge:R:1
O 2.538 -0.663 -0.093 -0.458
C 1.507 -0.139 -0.253 0.656
O 0.316 -0.519 0.556 -0.766
S -1.127 0.036 0.167 2.239
O -0.991 1.077 -0.793 -0.935
O -2.013 -1.047 -0.042 -0.891
H 1.198 0.657 -0.937 0.168
H -1.427 0.597 1.395 -0.013
```

Computed properties:
**Charge**: 0
**Structure (SMILES)**: O=CO[SH](=O)=O
**HOMO level**: -12.097 eV

=====

Most stable = B

=====

## A
Formula: C4H13NO2
Source: the Open Molecules 2025 dataset
Level of theory: ωB97M-V/def2-TZVPD

Geometry as XYZ:
```
20
Properties=species:S:1:pos:R:3:nbo_charge:R:1
C 0.103 1.144 -1.540 -0.646
C 0.383 0.424 -0.217 -0.136
C 0.873 -0.977 -0.495 -0.433
C -0.169 -1.932 0.140 -0.098
O 0.270 -3.151 0.612 -0.750
N 1.234 1.111 0.678 -0.860
H -0.290 0.365 -2.301 0.192
H 1.122 1.501 -1.874 0.161
H -0.503 2.017 -1.535 0.210
H -0.688 0.373 0.234 0.194
H 0.650 -1.325 -1.644 0.177
H 2.027 -1.165 -0.293 0.204
H -0.601 -1.620 1.211 0.179
H -1.016 -1.989 -0.641 0.148
H 1.149 -3.382 0.430 0.461
H 0.671 1.638 1.353 0.399
H 1.896 1.609 0.118 0.345
H -2.624 2.255 2.538 0.372
H -2.467 1.298 1.262 0.318
O -2.019 1.807 1.965 -1.437
```

Computed properties:
**Charge**: -1
**⟨S²⟩**: 0.7504
**2S+1**: 2
**HOMO level (spin up / spin down)**: 0.949 / -5.939 eV

=====

## B
Formula: C4H13NO2
Source: the Open Molecules 2025 dataset
Level of theory: ωB97M-V/def2-TZVPD

Geometry as XYZ:
```
20
Properties=species:S:1:pos:R:3:nbo_charge:R:1
C 0.112 -1.612 -0.377 -0.236
N 0.833 -1.116 -1.577 -0.643
C 1.128 0.292 -1.349 -0.265
C 1.424 0.339 0.143 -0.532
C 0.294 -0.545 0.693 -0.440
H -0.942 -1.878 -0.509 0.172
H 0.577 -2.569 -0.103 0.165
H 0.284 -1.281 -2.412 0.347
H 1.973 0.638 -1.966 0.174
H 0.361 1.010 -1.672 0.159
H 1.480 1.324 0.576 0.225
H 2.389 -0.165 0.238 0.178
H 0.628 -0.889 1.675 0.211
H -0.594 0.072 0.841 0.218
H -4.743 0.212 -0.414 0.439
H -4.205 -1.049 -1.063 0.445
O -3.974 -0.376 -0.414 -0.992
H 0.716 3.092 2.114 0.319
H 1.596 2.231 2.934 0.353
O 0.663 2.270 2.643 -1.297
```

Computed properties:
**Charge**: -1
**⟨S²⟩**: 0.7503
**2S+1**: 2
**HOMO level (spin up / spin down)**: 1.176 / -5.522 eV

=====

Most stable = B